This record from the Open Molecules 2025 dataset describes a molecular structure, C14H41CrO13 in a non-equilibrium geometry. The level of theory is ωB97M-V/def2-TZVPD.

Values from the calculation:
* gap between HOMO and LUMO (alpha / beta): 6.53 / 6.99 eV
* ⟨S²⟩: 6.03
* maximum force: 0.056 hartree/bohr
* energy above the lowest of the compared OMol25 structures with the same formula, charge and spin: 259.52 kJ/mol
* charge: +1
* spin multiplicity: 5

Last column: Löwdin spin population.
CARTESIAN COORDINATES (ANGSTROEM)
Cr1 -2.738 -0.806 1.855  3.95
C1 -0.111 0.312 -1.228  0.00
C2 -0.249 0.108 0.253  0.00
O1 -1.513 0.396 0.809  -0.01
H1 0.738 -0.230 -1.640  0.00
H2 -0.198 1.338 -1.587  0.00
H3 -0.889 -0.187 -1.826  0.00
H4 0.430 0.766 0.813  0.00
H5 0.087 -0.902 0.530  0.00
C3 -2.097 -3.552 2.944  0.00
C4 -3.592 -3.393 3.210  0.00
O2 -3.843 -2.002 3.516  0.02
O3 -1.544 -2.682 1.959  0.02
H6 -2.053 -4.599 2.638  0.00
H7 -1.535 -3.405 3.866  0.00
H8 -3.879 -4.038 4.036  0.00
H9 -4.150 -3.551 2.283  0.00
H10 -4.724 -1.839 3.873  0.00
H11 -0.991 -3.179 1.342  0.00
C5 0.195 3.196 3.447  0.00
C6 -1.293 3.185 3.122  0.00
O4 -1.447 3.171 1.696  0.00
O5 0.636 1.857 3.698  0.00
H12 0.407 3.774 4.348  0.00
H13 0.750 3.701 2.655  0.00
H14 -1.820 4.073 3.471  0.00
H15 -1.754 2.290 3.549  0.00
H16 -1.557 2.254 1.416  0.00
H17 0.734 1.417 2.849  0.00
C7 1.935 -4.157 -0.102  0.00
C8 2.152 -3.416 1.179  0.00
O6 3.097 -4.127 1.971  0.00
O7 1.270 -5.399 0.082  0.00
H18 2.878 -4.336 -0.628  0.00
H19 1.407 -3.567 -0.856  0.00
H20 1.292 -3.163 1.813  0.00
H21 2.540 -2.422 0.915  0.00
H22 3.791 -3.537 2.273  0.00
H23 1.827 -5.974 0.618  0.00
C9 3.192 -1.174 -2.152  0.00
C10 3.336 -0.713 -3.592  0.00
O8 3.902 0.600 -3.642  0.00
O9 4.439 -1.681 -1.702  0.00
H24 2.458 -1.991 -2.170  0.00
H25 2.751 -0.351 -1.587  0.00
H26 2.289 -0.652 -3.924  0.00
H27 3.944 -1.321 -4.260  0.00
H28 4.185 0.705 -4.555  0.00
H29 4.561 -1.334 -0.813  0.00
C11 2.917 3.192 -0.940  0.00
C12 1.950 3.865 -1.907  0.00
O10 2.281 5.214 -2.226  0.00
O11 4.111 2.787 -1.577  0.00
H30 2.464 2.226 -0.652  0.00
H31 3.117 3.687 0.009  0.00
H32 0.925 3.930 -1.520  0.00
H33 1.918 3.243 -2.805  0.00
H34 2.798 5.549 -1.488  0.00
H35 3.989 2.458 -2.474  0.00
C13 -3.995 2.015 -1.909  0.00
C14 -4.985 1.159 -2.683  0.00
O12 -6.087 0.721 -1.893  0.00
O13 -3.869 1.588 -0.568  0.00
H36 -4.201 3.089 -1.976  0.00
H37 -3.054 1.974 -2.475  0.00
H38 -4.514 0.309 -3.194  0.00
H39 -5.405 1.719 -3.529  0.00
H40 -6.692 0.296 -2.507  0.00
H41 -2.913 1.516 -0.448  0.00

***

This record from the Open Molecules 2025 dataset describes C2H2N4O2 in the gas phase in a non-equilibrium geometry. The level of theory is ωB97M-V/def2-TZVPD.

Values from the calculation:
* gap between HOMO and LUMO: 9.27 eV
* maximum force: 0.149 hartree/bohr
* energy above the lowest of the compared OMol25 structures with the same formula, charge and spin: 538.84 kJ/mol
* spin multiplicity: 1
* SMILES: [H]/N=c1\[nH]nnc(=O)o1

Last column: Mulliken charge in e.
CARTESIAN COORDINATES (ANGSTROEM)
C1 -0.743 -0.561 0.064  0.58
C2 1.723 -0.474 -0.045  0.58
H1 -2.592 -0.465 -0.540  0.25
H2 -1.348 1.406 0.264  0.36
N1 -1.866 -1.117 -0.230  -0.60
N2 -0.539 0.852 0.698  -0.11
N3 0.498 1.575 0.017  -0.18
N4 1.660 0.984 -0.569  -0.14
O1 2.733 -1.101 0.303  -0.44
O2 0.475 -1.099 0.038  -0.30

***

This record from the Open Molecules 2025 dataset describes C7H11N in the gas phase in a non-equilibrium geometry. The level of theory is ωB97M-V/def2-TZVPD.

Values from the calculation:
* gap between HOMO and LUMO (alpha / beta): 7.66 / 7.66 eV
* maximum force: 0.069 hartree/bohr
* energy above the lowest of the compared OMol25 structures with the same formula, charge and spin: 426.38 kJ/mol
* spin multiplicity: 1
* SMILES: [H]/N=C(/C=C\C)C(=C)C

Last column: Mulliken charge in e.
CARTESIAN COORDINATES (ANGSTROEM)
C1 0.262 -1.055 1.547  -1.54
C2 1.732 0.223 -1.129  -1.07
C3 -1.287 -0.471 -0.460  0.57
C4 -0.347 0.023 0.679  0.81
C5 -0.819 0.276 -1.586  -0.48
C6 0.379 0.884 -1.223  -0.20
C7 -0.610 1.238 1.243  -1.09
N1 -2.174 -1.384 -0.445  -0.80
H1 -2.171 -1.940 0.408  0.24
H2 -1.473 0.595 -2.386  0.38
H3 0.497 1.923 -1.546  0.39
H4 0.670 -1.864 0.944  0.33
H5 1.040 -0.654 2.196  0.42
H6 -0.505 -1.493 2.189  0.39
H7 -0.327 1.467 2.263  0.32
H8 -1.099 2.016 0.678  0.35
H9 2.218 0.279 -2.105  0.37
H10 2.369 0.760 -0.423  0.32
H11 1.643 -0.822 -0.842  0.26

***

This record from the Open Molecules 2025 dataset describes 8 unconnected molecules or ions with the total composition C18H33Cl14F3O2. The level of theory is ωB97M-V/def2-TZVPD.

Values from the calculation:
* gap between HOMO and LUMO: 10.77 eV
* maximum force: 0.019 hartree/bohr
* energy above the lowest of the compared OMol25 structures with the same formula, charge and spin: 16.84 kJ/mol
* spin multiplicity: 1
* SMILES: CCOC(=O)C(F)(F)F.ClCCCl.ClCCCl.ClCCCl.ClCCCl.ClCCCl.ClCCCl.ClCCCl

Last column: Mulliken charge in e.
CARTESIAN COORDINATES (ANGSTROEM)
C1 1.136 2.151 -0.911  -0.93
C2 1.406 3.563 -1.363  -0.27
O1 2.517 4.071 -0.609  -0.21
C3 2.960 5.266 -0.977  0.26
O2 2.502 5.978 -1.816  -0.50
C4 4.150 5.709 -0.097  0.91
F1 3.701 6.476 0.899  -0.25
F2 4.798 4.667 0.427  -0.23
F3 5.010 6.419 -0.823  -0.25
H1 1.701 1.397 -1.453  0.46
H2 0.081 1.893 -0.995  0.17
H3 1.428 2.020 0.135  0.10
H4 0.540 4.222 -1.252  0.14
H5 1.637 3.625 -2.431  0.42
Cl1 3.463 -2.675 0.280  -0.17
C5 4.318 -1.285 0.956  -0.53
C6 3.517 -0.021 0.783  -0.15
Cl2 2.131 -0.026 1.931  -0.17
H6 5.277 -1.211 0.451  0.39
H7 4.471 -1.461 2.018  0.31
H8 3.112 0.049 -0.221  -0.06
H9 4.117 0.859 1.005  0.42
Cl3 3.920 -1.843 -3.490  -0.18
C7 2.462 -2.348 -4.381  -0.49
C8 1.218 -1.705 -3.867  -0.14
Cl4 1.141 0.010 -4.384  -0.19
H10 2.396 -3.431 -4.286  0.31
H11 2.595 -2.102 -5.430  0.36
H12 1.147 -1.713 -2.785  0.03
H13 0.355 -2.204 -4.305  0.29
Cl5 -1.183 -1.649 -0.853  -0.17
C9 -1.078 -1.147 0.862  0.45
C10 -0.484 -2.206 1.750  0.08
Cl6 -1.379 -3.715 1.696  -0.19
H14 -2.098 -0.898 1.154  -0.08
H15 -0.484 -0.240 0.934  -0.29
H16 -0.469 -1.819 2.769  0.07
H17 0.552 -2.384 1.468  0.10
Cl7 -2.253 1.787 1.264  -0.15
C11 -1.161 3.024 0.607  -0.19
C12 -1.669 4.419 0.839  -0.49
Cl8 -1.726 4.845 2.559  -0.20
H18 -1.112 2.841 -0.468  0.17
H19 -0.164 2.880 1.015  0.32
H20 -2.666 4.529 0.423  0.40
H21 -0.999 5.106 0.324  0.27
Cl9 -5.644 -0.780 -5.142  -0.20
C13 -4.563 -1.048 -3.756  -0.28
C14 -3.354 -0.185 -3.859  -0.10
Cl10 -2.320 -0.584 -5.264  -0.20
H22 -4.280 -2.097 -3.741  0.26
H23 -5.099 -0.814 -2.841  0.23
H24 -2.709 -0.270 -2.984  -0.07
H25 -3.630 0.868 -3.919  0.35
Cl11 2.656 -3.044 4.183  -0.14
C15 1.145 -3.076 5.129  -0.36
C16 1.384 -2.950 6.616  -0.43
Cl12 2.435 -4.218 7.237  -0.18
H26 0.598 -3.984 4.891  0.34
H27 0.569 -2.216 4.790  0.14
H28 0.431 -3.058 7.130  0.32
H29 1.804 -1.978 6.861  0.33
Cl13 -5.587 -3.147 -1.315  -0.15
C17 -5.499 -3.358 0.436  -0.50
C18 -4.512 -2.397 1.065  -0.07
Cl14 -5.092 -0.708 1.033  -0.19
H30 -5.217 -4.389 0.637  0.32
H31 -6.491 -3.215 0.865  0.34
H32 -3.582 -2.404 0.504  -0.12
H33 -4.280 -2.671 2.091  0.41

***

This record from the Open Molecules 2025 dataset describes 2 unconnected molecules or ions with the total composition CH2N2O2 in a non-equilibrium geometry. The level of theory is ωB97M-V/def2-TZVPD.

Values from the calculation:
* gap between HOMO and LUMO: 9.14 eV
* maximum force: 0.055 hartree/bohr
* energy above the lowest of the compared OMol25 structures with the same formula, charge and spin: 384.94 kJ/mol
* spin multiplicity: 1
* SMILES: N=C=O.N=O

Last column: Mulliken charge in e.
CARTESIAN COORDINATES (ANGSTROEM)
C1 1.291 -0.077 0.169  0.63
N1 -1.676 -0.653 -0.690  -0.01
N2 1.090 0.723 1.018  -0.48
O1 1.724 -0.840 -0.606  -0.43
O2 -1.201 -0.277 0.355  -0.25
H1 0.228 1.048 1.289  0.32
H2 -1.456 0.075 -1.535  0.22

***

This record from the Open Molecules 2025 dataset describes a molecular structure, C20H16F3IN3O2Pd. The level of theory is ωB97M-V/def2-TZVPD.

Values from the calculation:
* gap between HOMO and LUMO (alpha / beta): 7.55 / 6.15 eV
* ⟨S²⟩: 2.01
* maximum force: 0.015 hartree/bohr
* energy above the lowest of the compared OMol25 structures with the same formula, charge and spin: 6.37 kJ/mol
* charge: +1
* spin multiplicity: 3

Last column: Löwdin spin population.
CARTESIAN COORDINATES (ANGSTROEM)
Pd1 0.112 0.151 -0.041  1.30
C1 -4.495 0.384 -0.838  0.00
C2 -4.094 0.075 0.575  0.02
N1 -5.007 0.058 1.515  -0.01
C3 -4.642 -0.263 2.786  0.02
C4 -3.368 -0.571 3.161  -0.01
C5 -3.078 -0.852 4.616  0.00
O1 -2.325 -2.046 4.829  0.00
C6 -2.356 -0.525 2.168  0.03
C7 -1.003 -0.765 2.590  0.00
N2 0.084 -0.415 1.983  0.16
C8 1.338 -0.566 2.657  0.01
C9 1.428 -0.431 4.043  0.01
C10 2.644 -0.532 4.697  0.00
C11 3.811 -0.754 3.979  0.01
C12 3.750 -0.872 2.600  0.00
C13 2.523 -0.773 1.967  0.01
I1 2.526 -0.965 -0.112  0.07
C14 -2.716 -0.214 0.850  0.01
O2 -1.890 -0.233 -0.164  0.22
H1 -5.572 0.519 -0.885  0.00
H2 -4.195 -0.419 -1.512  0.00
H3 -4.001 1.293 -1.190  0.00
H4 -5.438 -0.249 3.523  0.00
H5 -4.022 -0.878 5.158  0.00
H6 -2.486 -0.047 5.051  0.00
H7 -2.903 -2.805 4.706  0.00
H8 -0.902 -1.276 3.545  0.01
H9 0.529 -0.228 4.612  0.00
H10 2.680 -0.421 5.774  0.00
H11 4.767 -0.822 4.481  0.00
H12 4.652 -1.037 2.024  0.00
F1 0.107 7.092 1.112  0.00
C15 -0.165 6.558 -0.079  0.00
F2 0.714 7.033 -0.966  0.00
F3 -1.384 6.954 -0.451  0.00
C16 -0.095 5.046 -0.039  0.00
C17 -0.367 4.334 -1.195  0.01
C18 -0.287 2.960 -1.152  0.01
N3 0.047 2.305 -0.032  0.11
C19 0.300 2.995 1.083  0.00
C20 0.240 4.374 1.119  0.00
H13 -0.640 4.836 -2.114  0.00
H14 -0.499 2.362 -2.026  0.00
H15 0.556 2.421 1.961  0.00
H16 0.450 4.907 2.036  0.00